Molecular formula: C4H6N4
Method: DFT, the ωB97M-V functional and the def2-TZVPD basis

For the highest occupied orbital energy, the calculation gives -0.3042 Eh. As for the spin multiplicity: 1. As for the lowest unoccupied orbital energy: 0.460 eV. The charge is 0.

The geometry in XYZ format:
```
14
Properties=species:S:1:pos:R:3:forces:R:3:nbo_charge:R:1
C 2.420 -0.868 -0.166 -1.4 -1.1 0.2 -0.460
C 1.230 -0.210 -0.035 2.3 -5.2 0.1 0.095
C -1.218 -0.396 -0.017 1.4 0.2 -0.4 0.568
C 1.042 1.090 0.340 -1.0 4.1 -0.4 -0.029
H 3.334 -0.362 -0.300 0.8 0.7 0.3 0.206
H 2.503 -2.002 -0.132 -0.4 1.6 -0.5 0.201
H 0.086 -1.938 0.148 0.0 0.3 -0.1 0.419
H -3.059 -0.690 -0.010 -1.7 0.9 0.0 0.340
H -2.009 1.445 -0.557 0.5 0.3 0.4 0.398
H 1.839 1.669 0.828 -0.5 -0.1 -0.6 0.218
N 0.058 -0.938 -0.023 -1.3 -0.9 0.4 -0.587
N -2.221 -1.118 0.255 1.2 -0.7 -0.2 -0.740
N -1.132 0.966 -0.385 -0.1 -1.2 -0.2 -0.456
N -0.067 1.687 0.051 0.0 1.1 1.0 -0.175
```
Positions in Å, forces in eV/Å.